No. 1
88
Properties=species:S:1:pos:R:3:mulliken_charge:R:1 method="wB97M-V/def2-TZVPD" energy_ha=-4025.6984 total_charge=+2
Sn 0.13353 -0.40215 2.24586 1.63
Cl 2.30892 0.74175 2.48046 -0.44
Cl -0.23587 -1.17045 4.54886 -0.46
S -1.05817 1.70955 2.56576 -0.33
P 1.09123 1.03435 -2.18254 2.55
P -3.49758 -1.97985 -0.11974 1.67
P 1.36673 -2.40765 1.95136 1.06
O -1.72258 0.31725 -1.42094 -0.79
N -1.87078 1.40075 5.07006 0.13
N 0.39033 2.28705 4.70846 0.09
C 0.07993 -0.00045 0.24716 -1.23
C -1.08487 -0.61285 -0.52164 1.52
C -3.17548 -2.96865 -1.60584 -1.24
C 2.68642 -2.36635 0.68956 -1.06
C -4.79967 -0.80245 -0.58804 -1.34
C 2.23112 -2.95565 3.45836 -1.39
C -1.36428 4.27835 -2.29474 -0.90
C 4.91123 2.46475 -2.13034 -0.92
C -0.57957 2.49645 6.90066 -0.69
C 3.60132 2.17825 -1.78184 -0.78
C 0.24613 2.54515 -2.72804 0.61
C 0.67723 -2.70595 -3.70094 -0.78
C 4.70713 1.07805 -4.08054 -0.85
C -0.95547 4.94455 -3.44114 -0.60
C 2.83882 1.32485 -2.57984 0.45
C -1.74578 1.56215 6.51116 -0.54
C -0.83387 1.80175 4.17666 -0.30
C 1.00583 0.71095 -0.45674 -0.39
C 0.06543 4.41895 -4.22304 -0.71
C -4.20767 -3.06355 1.14106 -1.36
C 5.46723 1.91475 -3.27654 -0.55
C -0.40727 -0.19845 -4.22364 -0.37
C 0.66603 2.11085 6.11666 -0.52
C 0.35413 -3.85515 1.47846 -1.18
C 0.55303 -0.34755 -3.22704 0.03
C -0.76407 3.08055 -1.93764 0.09
C 0.67403 3.22685 -3.86564 -0.69
C -0.81987 -1.30295 -4.95444 -0.77
C 1.09843 -1.60655 -2.97164 -0.59
C -1.60487 -1.23615 1.75276 -0.90
C -0.28307 -2.55595 -4.69344 -0.69
C 3.39662 0.78455 -3.73824 -0.06
C -2.02838 -1.23235 0.45926 -0.46
H 1.54843 2.71885 6.40966 0.46
H 0.94863 -4.76425 1.41836 0.51
H 2.81722 0.12585 -4.36914 0.40
H -4.07628 -3.48765 -1.92334 0.49
H -2.20417 -1.71365 2.52426 0.54
H 2.70202 -2.09485 3.92236 0.32
H 1.48062 2.83555 -4.47044 0.49
H 3.18833 2.62335 -0.88844 0.48
H -0.83727 3.54625 6.64076 0.30
H -0.68147 -1.37195 -1.19774 -0.15
H -2.39498 -3.69495 -1.39794 0.40
H 1.88412 1.04915 0.07186 0.02
H -1.05827 2.56605 -1.03514 0.27
H 5.13433 0.64915 -4.97624 0.45
H -1.60198 0.55315 6.95596 0.31
H 2.24803 -2.48685 -0.29674 0.06
H -2.67878 1.99655 6.92806 0.35
H 1.10693 -3.67795 -3.50194 0.48
H -0.40537 2.43585 7.99616 0.35
H -1.55768 -1.18125 -5.73584 0.46
H 1.50112 -3.35945 4.15226 0.40
H 2.97982 -3.70945 3.22366 0.51
H 3.42023 -3.15225 0.85536 0.59
H -1.42137 5.87965 -3.71964 0.43
H -0.42427 -3.98085 2.22616 0.31
H 0.89323 1.04175 6.32206 0.17
H -0.84297 0.76945 -4.41384 0.44
H 0.39493 4.94445 -5.10844 0.44
H -1.02308 0.69235 -1.97154 -0.43
H -4.47338 -2.48765 2.02266 0.44
H -4.46428 -0.23895 -1.45314 0.34
H -4.97617 -0.11605 0.23566 0.44
H -3.48907 -3.82675 1.42386 0.39
H 5.49802 3.11885 -1.50104 0.43
H 1.06523 2.78205 4.10636 0.33
H 6.49013 2.14085 -3.54434 0.43
H -2.69928 0.91395 4.69706 0.23
H -0.11537 -3.66665 0.51576 0.15
H 1.85562 -1.72265 -2.20964 0.59
H -5.72527 -1.32195 -0.82674 0.47
H -2.14498 4.69505 -1.67324 0.47
H -5.10417 -3.53875 0.75116 0.44
H 3.17542 -1.39685 0.73246 0.37
H -0.60317 -3.41345 -5.26974 0.46
H -2.84088 -2.31455 -2.40644 0.28

***

No. 2
113
Properties=species:S:1:pos:R:3:mulliken_charge:R:1 method="wB97M-V/def2-TZVPD" energy_ha=-4039.2743
F 1.76525 -2.81122 0.18132 0.51
F 4.92788 4.85617 -0.19008 -0.32
F 1.51243 -0.47139 -0.52612 0.84
F -2.33898 -2.05151 -1.16341 -0.24
F 0.02224 -5.38308 0.84716 -0.28
O -0.60675 -3.67217 -0.54409 0.20
O 1.73576 4.62606 0.76564 -0.21
O -1.13835 3.26206 1.49806 -0.05
O -3.66785 -3.63010 1.97382 -0.39
O -0.49463 0.06055 -0.25707 -0.37
O -5.08469 -2.33046 -4.34050 -0.64
O -2.22078 -4.88325 0.72846 -0.63
O -2.31267 4.75928 0.21681 -0.60
O 3.56298 -0.57557 -1.25495 -0.52
O 0.12630 -2.86460 3.06150 -0.34
O 1.99733 1.44841 -2.35153 -0.75
O 1.29209 -3.60487 -1.54595 -0.59
O 0.69353 0.62181 1.67397 -0.43
O 3.86927 1.93935 -3.54141 -0.39
O 1.92638 -1.82043 2.30551 0.02
O -1.56688 -3.02498 1.88727 0.50
O 3.40693 3.16326 -1.58546 -0.40
O -2.98249 0.24127 -3.66525 -0.33
O 3.61450 5.20936 1.59754 -0.36
O 1.12918 -1.31905 4.36130 -0.61
O 4.84210 1.32629 -0.99469 -0.57
O -3.27025 3.48147 1.79800 -0.46
O -0.04580 2.11464 0.15368 -0.39
O -3.82723 -3.05496 -2.61255 -0.50
O 1.75460 5.34604 2.93158 -0.70
O 3.75140 0.34572 0.72590 -0.32
O -1.03396 0.91222 -3.30539 -0.44
O -0.18956 -1.83668 -1.88229 -0.10
O -2.99667 -1.56731 -3.97609 -0.41
O -1.57566 0.13732 -5.38529 -0.70
C -2.76375 2.69885 2.91670 0.80
C -2.47928 -2.94702 -2.16582 0.37
C 1.77983 -2.98995 1.49417 -0.23
C -3.74337 1.57903 3.25010 -1.79
C 3.91741 4.40986 0.46626 0.65
C -2.47915 -3.90547 1.43529 0.21
C -3.62411 -2.46879 2.73217 -0.64
C 0.53243 3.26799 0.83535 -0.12
C 0.14208 0.88838 0.61231 -0.27
C -3.00162 0.56513 -2.32258 -0.27
C -1.56288 0.87979 -2.03508 1.27
C -2.22873 3.96405 1.15332 0.27
C 1.14067 1.58607 -1.21006 -0.83
C -4.04699 -2.27194 -3.67652 0.44
C -2.13832 -2.14722 2.83847 -0.35
C 3.13137 2.26563 -2.37800 0.06
C -0.06870 -4.98966 -0.41478 -0.06
C 2.37925 5.00675 1.86807 0.65
C 1.10089 -1.97353 3.33051 0.44
C -1.81295 -0.71900 2.65079 -0.03
C 4.11453 0.43682 -0.51140 -0.01
C -1.41423 2.29289 2.41808 0.19
C 0.15050 -2.91664 -1.37486 0.79
C -1.28563 2.30872 -1.51548 -0.47
C -1.84559 0.33131 -4.20215 0.39
C 3.18541 -0.92373 0.93087 -1.41
C 5.22138 2.37642 -3.57084 -0.71
C 2.62336 -1.18027 -0.43023 0.53
C 2.65054 4.67575 -0.24490 -0.23
C 0.50761 -3.53758 1.95527 -0.43
C -1.89803 -2.17920 -3.32546 0.04
C -0.52380 -1.28844 -0.09850 0.14
C 1.39501 -4.80489 -0.84500 -0.61
H -1.45381 1.30931 1.94998 -0.14
H -3.50113 1.51771 -2.14600 0.73
H 2.44758 -2.24667 -0.57160 0.06
H -3.28829 0.80118 3.86323 0.61
H 0.63337 -4.60752 2.12109 0.69
H 5.91046 2.02207 -2.80423 0.24
H -0.19842 2.38037 -1.48467 0.46
H -2.56876 3.29288 3.80957 0.39
H 1.78893 -5.59060 -1.48966 0.43
H -1.51636 2.40104 -0.45419 -0.50
H 3.96284 -1.67215 1.08438 0.68
H -1.89779 -3.85201 -1.98979 0.26
H 1.75041 1.67854 -0.31131 1.26
H -4.18805 -1.69823 2.20651 0.24
H 0.64161 3.19134 1.91715 -0.03
H -0.77446 -0.49697 2.89645 0.52
H 1.48506 3.32583 0.30881 0.39
H 2.06760 -4.66943 0.00199 0.13
H 4.04179 3.34209 0.64652 0.20
H 0.55077 2.48739 -1.37660 0.32
H 2.56464 -3.72573 1.66970 0.82
H -1.66452 3.15694 -2.08564 0.94
H 2.47894 -0.88414 1.75999 0.37
H -1.06539 -1.78646 -0.90272 -0.14
H -4.00954 -2.46173 3.75173 0.44
H -0.29473 -3.43116 1.22519 -0.74
H -4.08983 0.90537 2.46636 0.30
H -1.24021 0.10372 -1.34103 0.84
H 0.46815 0.74414 -1.04582 -0.64
H -1.05553 -1.59891 0.80093 0.04
H -0.70190 -5.69645 -0.95106 0.54
H -1.22600 -1.34952 -3.10614 0.38
H 2.43948 3.94867 -1.02907 -0.11
H -0.00910 4.19158 0.63079 0.04
H 0.43968 -1.75848 0.09862 -0.91
H 2.72825 5.68966 -0.63736 0.47
H -2.48583 -0.07999 3.22263 -0.17
H -1.32773 -2.91218 -3.89605 0.31
H -1.80550 -2.49202 3.81746 0.74
H 5.26760 3.44951 -3.38522 0.28
H -0.82524 2.40336 3.32858 0.25
H -3.38320 -0.20795 -1.65563 -0.05
H -1.89159 -0.52576 1.58095 0.38
H -4.50613 2.02444 3.88878 0.50
H 5.66979 2.13716 -4.53509 0.34